Arrangement w

Molecular formula: C4H9N2
Method: DFT, wB97M-V/def2-TZVPD

Properties
* Kohn-Sham gap: 8.42 eV
* E_LUMO: -0.193 hartree
* net charge: +1

Cartesian coordinates (Å):
1 C 1.585 0.258 -0.192
2 C 1.507 0.798 -1.379
3 C -1.187 -0.760 0.057
4 C -1.339 0.334 1.197
5 N -0.219 -1.488 -0.187
6 N 2.289 -0.175 0.759
7 H 0.990 1.767 -1.600
8 H 1.752 0.080 -2.268
9 H -2.014 -0.954 -0.584
10 H -0.400 0.312 1.779
11 H -2.369 0.335 1.637
12 H -1.259 1.066 0.488
13 H 0.565 -1.421 0.524
14 H 2.131 -0.867 1.416
15 H 3.183 0.276 1.072

***

Arrangement x

Molecular formula: C4H9N2
Method: DFT, wB97M-V/def2-TZVPD

Properties
* Kohn-Sham gap (spin up / spin down): 6.68 / 6.67 eV
* E_LUMO (spin up / spin down): -0.254 / -0.255 hartree
* net charge: +1

Cartesian coordinates (Å):
1 C -0.414 -0.759 0.264
2 C 1.656 1.222 -0.365
3 C 1.911 -0.228 -0.118
4 C -2.430 0.219 0.033
5 N -1.066 0.280 0.062
6 N 0.898 -0.963 0.438
7 H -1.018 -1.579 0.608
8 H 0.631 1.615 -0.095
9 H 2.466 1.945 -0.568
10 H 1.899 -0.261 -1.218
11 H 2.818 -0.474 0.273
12 H -2.844 -0.764 -0.262
13 H -2.746 0.712 0.923
14 H -2.848 0.981 -0.576
15 H 1.087 -1.947 0.601

***

What is the stability order? It is arrangement x, arrangement w, from most stable to least stable.

***

Arrangement w

Molecular formula: C4H9N2
Method: DFT, wB97M-V/def2-TZVPD

Properties
* Kohn-Sham gap: 10.36 eV
* structure (SMILES): N[C@@H]([NH3+])C1=CC1
* E_LUMO: -0.124 hartree
* net charge: +1

Cartesian coordinates (Å):
1 N 1.162 -1.619 0.026
2 C -0.096 -1.053 -0.089
3 N -0.571 -0.817 1.387
4 C -0.175 0.705 -0.575
5 C 0.192 1.825 -0.074
6 C -0.542 1.838 -1.454
7 H 1.738 -0.871 0.450
8 H 1.448 -2.159 -0.777
9 H -0.685 -1.853 -0.583
10 H -1.384 -1.238 1.562
11 H 0.186 -1.370 1.870
12 H -0.661 0.249 1.583
13 H 0.958 2.360 0.471
14 H -1.535 2.039 -1.449
15 H -0.035 1.963 -2.350

***

Arrangement x

Molecular formula: C4H9N2
Method: DFT, wB97M-V/def2-TZVPD

Properties
* Kohn-Sham gap (spin up / spin down): 5.04 / 7.87 eV
* E_LUMO (spin up / spin down): -0.281 / -0.225 hartree
* net charge: +1

Cartesian coordinates (Å):
1 C 0.859 -1.512 -0.336
2 C -0.620 0.026 0.828
3 C 0.729 -0.236 0.260
4 C 1.252 0.941 -0.626
5 N -2.627 0.280 -0.400
6 N -1.620 -0.274 -0.206
7 H 1.768 -1.840 -0.738
8 H -0.011 -2.113 -0.558
9 H -1.019 -0.587 1.637
10 H -0.696 1.020 1.202
11 H 1.284 -0.287 1.214
12 H 0.883 1.789 -0.142
13 H 0.671 0.833 -1.641
14 H 2.355 1.032 -0.736
15 H -3.207 0.927 0.242

***

What is the stability order? It is arrangement w, arrangement x, from most stable to least stable.

***

Arrangement w

Molecular formula: C4H6ClN2O
Method: DFT, wB97M-V/def2-TZVPD

Properties
* Kohn-Sham gap: 9.33 eV
* structure (SMILES): O[C@H]1CC(Cl)=[NH+]C=N1
* E_LUMO: -0.213 hartree
* net charge: +1

Cartesian coordinates (Å):
1 O -0.598 0.687 2.270
2 C 0.026 -0.008 1.216
3 C -1.026 -0.426 0.133
4 C -0.485 -0.626 -1.258
5 Cl -1.425 -1.395 -2.411
6 N 0.643 -0.051 -1.566
7 C 1.357 0.732 -0.587
8 N 1.079 0.772 0.620
9 H 0.063 0.932 2.929
10 H 0.532 -0.912 1.606
11 H -1.580 -1.303 0.470
12 H -1.771 0.386 0.088
13 H 1.005 -0.088 -2.517
14 H 2.180 1.299 -0.994

***

Arrangement x

Molecular formula: C4H6ClN2O
Method: DFT, wB97M-V/def2-TZVPD

Properties
* Kohn-Sham gap (spin up / spin down): 9.07 / 5.09 eV
* E_LUMO (spin up / spin down): -0.173 / -0.236 hartree
* net charge: +1

Cartesian coordinates (Å):
1 C -1.134 -1.194 -0.540
2 C -2.370 -0.886 -0.597
3 C 0.729 0.379 0.450
4 C 0.079 -0.065 -0.744
5 N 0.498 1.687 0.712
6 N 1.709 -0.410 0.936
7 O -0.403 2.366 0.299
8 Cl -3.852 -0.580 -1.004
9 H -0.652 -2.187 -0.352
10 H 0.793 -0.639 -1.486
11 H -0.489 0.752 -1.265
12 H 1.020 2.243 1.416
13 H 1.854 -1.181 0.349
14 H 2.217 -0.286 1.826

***

What is the stability order? It is arrangement w, arrangement x, from most stable to least stable.

***

Arrangement w

Molecular formula: C50H41IrN4O3P2STe
Method: DFT, wB97M-V/def2-TZVPD

Properties
* Kohn-Sham gap (spin up / spin down): 6.11 / 6.20 eV
* spin multiplicity: 2
* E_LUMO (spin up / spin down): -0.124 / -0.122 hartree
* net charge: +1

Cartesian coordinates (Å):
1 Ir -0.916 0.147 -2.008
2 C -3.140 2.002 -5.239
3 O -2.330 1.664 -6.365
4 C -1.418 0.657 -6.302
5 C -1.007 0.135 -7.489
6 C -0.095 -0.950 -7.571
7 C 0.387 -1.492 -6.432
8 C 0.019 -0.938 -5.164
9 C 0.577 -1.563 -4.036
10 N 0.438 -1.300 -2.755
11 N 1.169 -2.277 -2.052
12 C 1.402 -2.253 -0.819
13 O 1.005 -1.185 -0.072
14 C 2.157 -3.408 -0.213
15 C 2.445 -4.491 -1.044
16 C 3.144 -5.584 -0.566
17 C 3.579 -5.615 0.754
18 C 3.304 -4.544 1.584
19 C 2.592 -3.450 1.102
20 C -0.842 0.181 -5.083
21 O -1.076 0.803 -3.977
22 H -3.963 2.579 -5.652
23 H -2.591 2.599 -4.515
24 H -3.530 1.112 -4.744
25 H -1.424 0.574 -8.388
26 H 0.186 -1.351 -8.535
27 H 1.060 -2.341 -6.463
28 H 1.211 -2.421 -4.240
29 H 2.112 -4.463 -2.072
30 H 3.351 -6.416 -1.226
31 H 4.133 -6.467 1.127
32 H 3.645 -4.545 2.611
33 H 2.408 -2.637 1.781
34 Te -1.959 0.763 2.610
35 C -1.178 2.267 3.858
36 C -0.733 3.473 3.335
37 C -0.147 4.386 4.202
38 N 0.014 4.174 5.511
39 C -0.433 3.016 5.996
40 C -1.034 2.033 5.217
41 C -0.396 0.677 1.261
42 P -0.332 1.498 -0.326
43 C 1.427 1.956 -0.485
44 C 2.049 2.631 0.568
45 C 3.371 3.027 0.461
46 C 4.091 2.738 -0.695
47 C 3.485 2.058 -1.740
48 C 2.150 1.676 -1.640
49 C -1.160 3.120 -0.239
50 C -0.435 4.274 -0.550
51 C -1.040 5.523 -0.506
52 C -2.376 5.639 -0.151
53 C -3.111 4.498 0.137
54 C -2.514 3.249 0.076
55 P 0.651 -0.653 1.402
56 C -0.103 -1.998 2.302
57 C -1.170 -2.637 1.664
58 C -1.852 -3.652 2.313
59 C -1.475 -4.025 3.600
60 C -0.408 -3.399 4.228
61 C 0.286 -2.386 3.577
62 C 2.219 -0.194 2.145
63 C 2.167 0.475 3.372
64 C 3.337 0.927 3.961
65 C 4.558 0.723 3.323
66 C 4.610 0.068 2.102
67 C 3.442 -0.389 1.509
68 H -0.835 3.710 2.282
69 H 0.207 5.339 3.825
70 H -0.296 2.858 7.060
71 H -1.366 1.107 5.672
72 H 1.489 2.846 1.473
73 H 3.843 3.556 1.279
74 H 5.124 3.051 -0.780
75 H 4.043 1.838 -2.642
76 H 1.668 1.169 -2.467
77 H 0.608 4.207 -0.824
78 H -0.463 6.405 -0.753
79 H -2.847 6.614 -0.116
80 H -4.156 4.579 0.405
81 H -3.109 2.374 0.261
82 H -1.454 -2.338 0.658
83 H -2.675 -4.155 1.821
84 H -2.009 -4.817 4.110
85 H -0.109 -3.703 5.222
86 H 1.127 -1.907 4.064
87 H 1.212 0.662 3.855
88 H 3.296 1.448 4.909
89 H 5.472 1.085 3.780
90 H 5.560 -0.083 1.605
91 H 3.487 -0.886 0.549
92 S -3.206 0.546 -1.731
93 C -3.745 -0.912 -0.949
94 N -4.061 -0.873 0.356
95 C -4.644 -1.865 1.047
96 C -4.920 -3.049 0.425
97 C -4.573 -3.176 -0.923
98 C -3.994 -2.130 -1.601
99 H -3.877 0.016 0.827
100 H -4.871 -1.658 2.084
101 H -5.402 -3.849 0.968
102 H -4.774 -4.105 -1.442
103 H -3.741 -2.200 -2.649

***

Arrangement x

Molecular formula: C50H41IrN4O3P2STe
Method: DFT, wB97M-V/def2-TZVPD

Properties
* Kohn-Sham gap (spin up / spin down): 7.44 / 5.57 eV
* spin multiplicity: 2
* E_LUMO (spin up / spin down): -0.087 / -0.155 hartree
* net charge: +1

Cartesian coordinates (Å):
1 Ir 0.330 0.822 0.699
2 C 4.875 -0.369 1.612
3 O 4.148 -1.205 2.517
4 C 3.338 -0.521 3.387
5 C 3.630 -0.563 4.730
6 C 2.833 0.105 5.664
7 C 1.766 0.836 5.211
8 C 1.429 0.888 3.843
9 C 0.311 1.740 3.518
10 N -0.189 1.894 2.349
11 N -1.275 2.748 2.220
12 C -1.711 2.763 1.006
13 O -1.211 2.026 0.026
14 C -2.808 3.683 0.630
15 C -3.439 3.549 -0.604
16 C -4.455 4.421 -0.967
17 C -4.842 5.432 -0.100
18 C -4.214 5.569 1.131
19 C -3.201 4.700 1.498
20 C 2.193 0.159 2.899
21 O 1.964 0.036 1.607
22 H 5.667 -0.986 1.192
23 H 5.319 0.472 2.151
24 H 4.232 0.006 0.815
25 H 4.504 -1.123 5.036
26 H 3.073 0.066 6.717
27 H 1.153 1.395 5.908
28 H -0.154 2.308 4.319
29 H -3.143 2.749 -1.271
30 H -4.948 4.307 -1.923
31 H -5.635 6.113 -0.382
32 H -4.514 6.359 1.807
33 H -2.702 4.800 2.452
34 Te -0.300 -4.056 0.256
35 C 0.146 -4.631 -1.728
36 C -0.895 -5.067 -2.538
37 C -0.605 -5.403 -3.853
38 N 0.614 -5.323 -4.379
39 C 1.602 -4.924 -3.584
40 C 1.428 -4.576 -2.249
41 C -0.272 -2.040 0.044
42 P -1.066 -0.882 1.153
43 C -1.081 -1.408 2.871
44 C -2.061 -0.960 3.754
45 C -1.932 -1.221 5.110
46 C -0.830 -1.919 5.586
47 C 0.158 -2.350 4.711
48 C 0.038 -2.085 3.356
49 C -2.777 -0.913 0.539
50 C -3.663 -1.853 1.072
51 C -4.904 -2.054 0.491
52 C -5.268 -1.333 -0.638
53 C -4.384 -0.416 -1.186
54 C -3.141 -0.208 -0.606
55 P 0.671 -0.834 -0.917
56 C 2.307 -1.571 -1.198
57 C 2.962 -2.217 -0.152
58 C 4.181 -2.839 -0.372
59 C 4.757 -2.816 -1.635
60 C 4.120 -2.156 -2.676
61 C 2.898 -1.536 -2.461
62 C -0.024 -0.573 -2.562
63 C 0.282 0.635 -3.189
64 C -0.201 0.899 -4.461
65 C -1.002 -0.035 -5.105
66 C -1.316 -1.233 -4.478
67 C -0.828 -1.503 -3.208
68 H -1.912 -5.134 -2.172
69 H -1.393 -5.747 -4.514
70 H 2.589 -4.875 -4.030
71 H 2.277 -4.263 -1.656
72 H -2.914 -0.401 3.390
73 H -2.693 -0.875 5.796
74 H -0.736 -2.120 6.645
75 H 1.028 -2.874 5.084
76 H 0.831 -2.383 2.679
77 H -3.387 -2.435 1.943
78 H -5.585 -2.777 0.920
79 H -6.238 -1.490 -1.092
80 H -4.657 0.137 -2.076
81 H -2.455 0.496 -1.048
82 H 2.537 -2.216 0.842
83 H 4.686 -3.327 0.452
84 H 5.708 -3.305 -1.805
85 H 4.569 -2.128 -3.660
86 H 2.402 -1.043 -3.286
87 H 0.915 1.357 -2.682
88 H 0.048 1.832 -4.950
89 H -1.382 0.171 -6.097
90 H -1.940 -1.962 -4.979
91 H -1.087 -2.431 -2.718
92 S 2.140 2.464 0.099
93 C 1.726 3.505 -1.192
94 N 0.475 3.580 -1.697
95 C 0.109 4.399 -2.709
96 C 1.019 5.223 -3.294
97 C 2.340 5.186 -2.812
98 C 2.690 4.347 -1.790
99 H -0.231 2.950 -1.282
100 H -0.932 4.347 -2.996
101 H 0.725 5.881 -4.098
102 H 3.091 5.827 -3.256
103 H 3.701 4.306 -1.413

***

What is the stability order? It is arrangement x, arrangement w, from most stable to least stable.

***

Arrangement w

Molecular formula: CH4O2S
Method: DFT, wB97M-V/def2-TZVPD

Properties
* Kohn-Sham gap: 10.79 eV
* structure (SMILES): O=CO.S
* E_LUMO: 0.019 hartree
* net charge: 0

Cartesian coordinates (Å):
1 O -1.879 0.739 -1.557
2 C -1.368 1.008 -0.517
3 O -0.028 1.258 -0.368
4 H -1.861 1.095 0.460
5 H 0.482 0.505 -0.698
6 S 1.360 -1.279 1.004
7 H 2.017 -1.228 2.166
8 H 1.286 -2.615 0.990

***

Arrangement x

Molecular formula: CH4O2S
Method: DFT, wB97M-V/def2-TZVPD

Properties
* Kohn-Sham gap: 10.02 eV
* structure (SMILES): CSOO
* E_LUMO: 0.032 hartree
* net charge: 0

Cartesian coordinates (Å):
1 C -1.307 0.218 -0.065
2 S 0.249 1.121 0.191
3 O 1.315 0.148 -0.533
4 O 1.813 -0.943 0.287
5 H -2.090 0.825 0.375
6 H -1.242 -0.740 0.440
7 H -1.478 0.085 -1.129
8 H 2.740 -0.714 0.434

***

What is the stability order? It is arrangement w, arrangement x, from most stable to least stable.

***

Arrangement w

Molecular formula: C2H3N3O2
Method: DFT, wB97M-V/def2-TZVPD

Properties
* Kohn-Sham gap: 10.36 eV
* structure (SMILES): N=C=NC(=O)ON
* E_LUMO: 0.013 hartree
* net charge: 0

Cartesian coordinates (Å):
1 N -2.478 1.827 0.261
2 C -1.464 1.222 0.235
3 N -0.193 1.186 0.166
4 C 0.804 0.362 -0.203
5 O 1.853 0.861 -0.460
6 O 0.356 -0.897 -0.207
7 N 1.295 -1.998 -0.383
8 H -3.467 1.673 0.542
9 H 1.071 -2.514 0.481
10 H 2.223 -1.722 -0.433

***

Arrangement x

Molecular formula: C2H3N3O2
Method: DFT, wB97M-V/def2-TZVPD

Properties
* Kohn-Sham gap (spin up / spin down): 9.00 / 9.00 eV
* E_LUMO (spin up / spin down): 0.023 / 0.023 hartree
* net charge: 0

Cartesian coordinates (Å):
1 C 0.064 1.311 -0.018
2 C -0.207 -0.119 0.028
3 N 1.308 1.555 0.021
4 N 0.973 -0.725 0.102
5 N -1.398 -0.755 -0.055
6 O 1.337 -1.853 0.037
7 O 2.005 0.311 0.202
8 H -0.440 2.252 -0.149
9 H -2.166 -0.224 -0.431
10 H -1.477 -1.754 0.265

***

Arrangement y

Molecular formula: C2H3N3O2
Method: DFT, wB97M-V/def2-TZVPD

Properties
* Kohn-Sham gap (spin up / spin down): 9.41 / 8.18 eV
* E_LUMO (spin up / spin down): -0.067 / -0.024 hartree
* net charge: 0

Cartesian coordinates (Å):
1 C -1.593 1.315 -0.036
2 C -0.819 0.161 0.119
3 N -2.221 2.272 -0.139
4 N 0.378 0.124 0.706
5 N -1.367 -1.120 -0.240
6 O -0.608 -2.065 -0.066
7 O -2.515 -1.192 -0.619
8 H -0.607 0.140 -2.532
9 H 0.807 0.941 1.106
10 H 0.798 -0.798 0.799

***

Arrangement z

Molecular formula: C2H3N3O2
Method: DFT, wB97M-V/def2-TZVPD

Properties
* Kohn-Sham gap: 10.30 eV
* E_LUMO: 0.023 hartree
* net charge: 0

Cartesian coordinates (Å):
1 C 0.027 -0.638 -0.400
2 C 0.384 0.826 0.967
3 H -0.932 -0.702 -2.105
4 H -0.681 -2.250 -1.446
5 H -0.213 2.703 1.018
6 N -0.326 -1.248 -1.507
7 N -0.207 0.610 -0.212
8 N 0.868 -0.161 1.552
9 O 0.555 2.093 1.488
10 O 0.525 -1.233 0.645

***

What is the stability order? It is arrangement z, arrangement w, arrangement x, arrangement y, from most stable to least stable.